Entry from the OMol25 dataset: a molecular structure, C26H20AsIN4O8RuS2 at a distorted geometry (ωB97M-V with the def2-TZVPD basis set).

XYZ file:
```
63
Properties=species:S:1:pos:R:3:lowdin_charge:R:1
Ru -0.44 -0.34 -0.50 1.292
N -1.56 2.33 2.82 0.080
C -1.10 1.26 2.10 -0.877
S -2.28 0.22 1.36 0.652
N 0.17 1.00 2.11 -0.027
N 0.63 0.05 1.33 -0.066
C 1.57 -0.85 1.69 -0.143
C 2.05 -0.99 3.05 -0.147
C 3.35 -1.47 3.29 -0.039
C 3.84 -1.58 4.57 -0.088
C 3.06 -1.22 5.66 -0.089
C 1.79 -0.72 5.44 -0.079
C 1.29 -0.60 4.16 -0.010
C 1.99 -1.71 0.62 -0.229
C 2.38 -3.05 0.80 -0.006
C 2.56 -3.86 -0.29 -0.039
C 2.40 -3.32 -1.58 -0.039
C 2.03 -1.99 -1.68 -0.143
N 1.81 -1.21 -0.63 0.042
H -2.47 2.65 2.55 0.078
H -0.87 3.05 2.98 0.096
H 3.99 -1.72 2.45 0.112
H 4.84 -1.96 4.73 0.100
H 3.44 -1.34 6.66 0.097
H 1.17 -0.42 6.28 0.103
H 0.28 -0.22 4.02 0.103
H 2.46 -3.44 1.80 0.116
H 2.79 -4.90 -0.17 0.112
H 2.54 -3.92 -2.46 0.106
H 1.90 -1.51 -2.64 0.110
O -3.12 -3.13 -1.22 -0.233
As -1.39 -3.34 -1.42 0.853
O -1.09 -4.89 -1.09 -0.463
O -0.62 -2.34 -0.31 -0.559
C -1.05 -3.08 -3.34 -0.227
C -0.71 -4.23 -4.04 -0.087
C -0.55 -4.19 -5.41 -0.080
C -0.75 -3.00 -6.10 -0.074
C -1.09 -1.85 -5.40 -0.055
C -1.24 -1.90 -4.03 -0.267
S -1.42 -0.36 -3.14 0.485
O -2.03 0.58 -4.04 -0.263
O -2.21 -0.64 -1.93 -0.417
O -0.02 -0.07 -2.80 -0.360
H -3.29 -2.19 -1.18 0.008
H -0.59 -5.15 -3.48 0.098
H -0.27 -5.08 -5.95 0.099
H -0.64 -2.97 -7.17 0.100
H -1.26 -0.90 -5.89 0.112
I 5.05 2.88 -4.54 0.770
C 3.18 2.74 -3.55 -0.717
C 2.08 3.33 -4.13 -0.156
C 0.86 3.25 -3.48 -0.011
C 0.77 2.58 -2.27 -0.146
C 1.89 2.00 -1.70 -0.038
C 3.11 2.07 -2.34 -0.153
C -0.58 2.54 -1.57 -0.614
O -1.44 3.35 -1.87 0.065
O -0.67 1.69 -0.62 -0.239
H 2.16 3.85 -5.08 0.087
H -0.03 3.69 -3.90 0.122
H 1.81 1.48 -0.75 0.091
H 3.99 1.62 -1.91 0.088
```

Values from the calculation:
* calculated total energy: -142821.1279 eV
* net charge: -1
* HOMO energy (spin up / spin down): -5.52 / -5.50 eV
* multiplicity: 2
* max |F|: 0.074 Eh/bohr

Entry from the OMol25 dataset: 2 unconnected molecules or ions with the total composition C11H22IN2O4P2 at a distorted geometry (ωB97M-V with the def2-TZVPD basis set).

XYZ file:
```
42
Properties=species:S:1:pos:R:3:lowdin_charge:R:1
C 0.53 1.44 3.01 0.014
C 0.20 0.72 1.75 -0.212
N -0.12 1.49 0.75 0.139
N -0.45 0.94 -0.40 -0.165
P -1.05 2.20 -1.56 0.774
O -2.47 2.41 -1.36 -0.334
C -0.45 -0.37 -0.65 -0.234
P -0.94 -0.95 -2.35 0.770
O -2.05 -0.20 -2.93 -0.391
C -0.11 -1.26 0.39 -0.142
C -0.09 -2.74 0.17 -0.150
C 1.09 -3.28 -0.69 -0.274
C 2.24 -2.34 -0.97 -0.646
I 3.45 -1.91 0.72 0.923
C 0.20 -0.69 1.63 -0.104
C 0.49 -1.53 2.84 -0.153
C -0.82 -1.93 3.53 -0.235
O -0.58 -2.63 4.72 -0.022
H -0.34 1.50 3.66 0.107
H 0.83 2.45 2.77 0.096
H 1.34 0.96 3.54 0.085
H -0.61 1.74 -2.81 0.031
H -0.26 3.29 -1.21 0.025
H -1.17 -2.30 -2.15 0.029
H 0.29 -0.88 -3.03 0.038
H -0.06 -3.23 1.12 0.100
H -1.02 -3.06 -0.28 0.111
H 0.71 -3.63 -1.64 0.105
H 1.49 -4.16 -0.19 0.108
H 2.91 -2.81 -1.68 0.049
H 1.93 -1.40 -1.41 0.015
H 1.01 -2.42 2.53 0.076
H 1.14 -1.01 3.53 0.111
H -1.35 -2.63 2.89 0.126
H -1.45 -1.06 3.69 0.128
H -0.04 -2.11 5.31 0.098
C -0.85 5.22 -4.23 -0.135
O -0.04 4.87 -3.09 -0.173
H -0.48 4.65 -5.07 0.080
H -1.90 4.96 -4.06 0.080
H -0.77 6.28 -4.45 0.082
H -0.36 5.39 -2.35 0.070
```

Values from the calculation:
* energy above the lowest of the compared OMol25 structures with the same formula, charge and spin: 0.0 kJ/mol
* calculated total energy: -49604.6499 eV
* net charge: +1
* HOMO energy: -12.79 eV
* multiplicity: 1
* max |F|: 0.025 Eh/bohr

Entry from the OMol25 dataset: 2 unconnected molecules or ions with the total composition C2H9N3O at a distorted geometry (ωB97M-V with the def2-TZVPD basis set).

XYZ file:
```
15
Properties=species:S:1:pos:R:3:lowdin_charge:R:1
H 1.16 1.06 2.13 0.030
N 1.53 0.47 1.40 0.050
C 1.48 -0.76 1.74 -0.407
N 1.28 -1.76 0.85 0.078
H 1.44 -1.16 2.77 0.112
H 1.50 -2.71 1.09 0.084
H 0.81 -1.58 -0.02 0.061
N -1.23 1.63 -1.93 0.018
C -1.84 0.50 -1.19 -0.311
O -0.76 -0.20 -0.55 -0.121
H -1.73 1.74 -2.80 0.064
H -1.39 2.45 -1.34 0.070
H -2.23 -0.24 -1.89 0.110
H -2.62 0.84 -0.52 0.105
H 0.02 0.27 -0.89 0.058
```

Values from the calculation:
* energy above the lowest of the compared OMol25 structures with the same formula, charge and spin: 153.4 kJ/mol
* calculated total energy: -8736.8501 eV
* HOMO energy: -8.68 eV
* multiplicity: 1
* max |F|: 0.041 Eh/bohr

Entry from the OMol25 dataset: 3 unconnected molecules or ions with the total composition C4H12O4 (ωB97M-V with the def2-TZVPD basis set).

XYZ file:
```
20
Properties=species:S:1:pos:R:3:lowdin_charge:R:1
C -3.92 -0.38 0.05 -0.593
O -4.95 0.31 0.58 -0.403
C -2.57 0.38 -0.03 -0.249
C -1.39 -0.47 -0.47 -0.235
C -0.05 0.13 -0.05 -0.326
O 1.02 -0.63 -0.56 -0.096
H -4.11 -0.74 -1.00 0.074
H -3.64 -1.32 0.61 0.070
H -2.67 1.25 -0.70 0.095
H -2.38 0.83 0.96 0.098
H -1.36 -0.58 -1.55 0.103
H -1.46 -1.44 0.00 0.097
H -0.02 1.20 -0.38 0.111
H -0.05 0.19 1.05 0.109
H 3.60 1.21 -0.24 -0.020
H 1.87 -0.24 -0.25 0.029
O 3.76 0.26 -0.32 -0.255
H 4.78 0.31 0.19 -0.064
H 5.91 -0.47 1.21 -0.103
O 5.98 0.37 0.74 -0.441
```

Values from the calculation:
* energy above the lowest of the compared OMol25 structures with the same formula, charge and spin: 0.0 kJ/mol
* calculated total energy: -12530.7729 eV
* net charge: -2
* HOMO energy: -0.33 eV
* multiplicity: 1
* max |F|: 0.015 Eh/bohr

Entry from the OMol25 dataset: a molecular structure, C4H10S at a distorted geometry (ωB97M-V with the def2-TZVPD basis set).

XYZ file:
```
15
Properties=species:S:1:pos:R:3:lowdin_charge:R:1
C 1.92 -0.85 -0.47 -0.107
C 0.54 -1.74 0.56 0.115
C 0.60 -1.57 -0.84 -0.278
S -0.69 1.22 -0.33 0.263
C -1.70 1.51 1.20 -0.609
H 2.16 -0.25 -1.35 0.136
H 2.77 -1.50 -0.29 0.098
H 1.81 -0.05 0.28 0.083
H 0.85 -2.68 0.99 0.120
H 0.07 -0.98 1.18 0.082
H -0.09 -0.85 -1.29 0.013
H 0.67 -2.48 -1.43 0.127
H -1.17 1.06 2.03 -0.020
H -2.67 1.02 1.11 -0.005
H -1.87 2.58 1.22 -0.017
```

Values from the calculation:
* energy above the lowest of the compared OMol25 structures with the same formula, charge and spin: 477.8 kJ/mol
* calculated total energy: -15140.4156 eV
* HOMO energy: -6.31 eV
* multiplicity: 1
* max |F|: 0.043 Eh/bohr